Entry from OMol25: the ion C27H28NO3 with charge +1 at a distorted geometry (wB97M-V/def2-TZVPD).

The geometry in XYZ format:
```
59
Properties=species:S:1:pos:R:3:mulliken_charge:R:1
C 4.04 5.88 -0.92 -0.814
O 2.71 5.81 -0.37 -0.438
C 2.01 4.65 -0.52 0.799
C 0.82 4.54 0.22 -0.734
C 0.12 3.32 0.22 -0.429
C 0.58 2.23 -0.54 -0.250
C -0.10 0.91 -0.47 0.878
C -0.60 0.51 0.72 -1.111
C -1.09 -0.85 1.11 -0.337
C -2.38 -0.81 2.07 -0.402
C -3.41 -1.74 1.91 -0.336
C -4.45 -1.82 2.80 -0.609
C -4.59 -0.87 3.84 -0.503
C -3.64 0.18 3.90 -0.724
C -2.61 0.24 2.97 0.181
N 0.06 -1.73 1.70 0.269
C 1.21 -2.38 1.35 1.073
C 1.89 -2.99 0.19 -0.943
O 1.92 -2.66 2.44 -0.415
C 1.24 -2.13 3.64 -0.506
C 0.01 -1.48 3.13 -0.557
C -0.14 0.07 -1.71 0.462
C -0.20 0.62 -3.01 -0.559
C -0.19 -0.19 -4.13 -0.921
C -0.24 -1.60 -4.00 0.741
O -0.24 -2.32 -5.15 -0.455
C -0.18 -3.75 -5.07 -0.812
C -0.24 -2.16 -2.72 -0.597
C -0.09 -1.32 -1.62 0.467
C 1.74 2.38 -1.31 -0.534
C 2.45 3.60 -1.35 -0.634
H 4.38 6.88 -0.67 0.254
H 4.70 5.14 -0.46 0.364
H 4.03 5.75 -2.01 0.313
H 0.49 5.37 0.82 0.449
H -0.78 3.24 0.81 0.556
H -0.67 1.26 1.50 0.049
H -1.38 -1.53 0.32 0.916
H -3.38 -2.42 1.05 0.377
H -5.21 -2.62 2.72 0.362
H -5.39 -0.93 4.56 0.419
H -3.74 0.95 4.67 0.391
H -1.99 1.14 2.97 0.272
H 1.63 -2.62 -0.79 0.297
H 2.95 -2.81 0.31 0.411
H 1.69 -4.06 0.20 0.334
H 1.90 -1.40 4.10 0.316
H 0.99 -2.97 4.28 0.303
H -0.06 -0.41 3.30 0.348
H -0.92 -1.91 3.50 0.312
H -0.26 1.71 -3.12 0.575
H -0.16 0.24 -5.12 0.483
H -0.15 -4.07 -6.10 0.260
H 0.72 -4.10 -4.55 0.341
H -1.07 -4.17 -4.58 0.312
H -0.31 -3.24 -2.56 0.387
H 0.10 -1.79 -0.66 -0.485
H 2.14 1.53 -1.87 0.479
H 3.33 3.68 -1.96 0.356
```

Molar mass: 414.52 Da
Energy above the lowest of the compared OMol25 structures with the same formula, charge and spin: 99.28 kJ/mol
SMILES: COc1ccc(C(=C[C@H](c2ccccc2)[N+]2=C(C)OCC2)c2ccc(OC)cc2)cc1
Largest force on an atom: 2.99 eV Å⁻¹
Charge: +1
HOMO-LUMO gap: 7.406 eV
LUMO: -2.970 eV
Calculated total energy: -36077.074 eV